No. 1
Molecular formula: C8H10N2
Method: DFT, ωB97M-V/def2-TZVPD

```
20
Properties=species:S:1:pos:R:3:lowdin_charge:R:1
C 2.40935 -0.19205 1.79053 -0.1079
C 2.64364 -1.12415 0.75716 -0.0895
C 1.17547 0.34518 1.60788 -0.1232
C 1.50761 -1.15214 -0.02544 -0.0468
C -1.21987 1.45689 0.16231 -0.1580
C -1.19502 -0.41871 -1.29629 -0.1362
C -2.11165 0.77487 -1.75824 -0.1949
C -0.68042 0.06669 0.03066 -0.2717
N -1.97309 1.82374 -0.74250 0.0573
N 0.62391 -0.17409 0.48051 -0.1182
H 2.96646 -0.12858 2.78139 0.1224
H 3.40132 -1.83099 0.79393 0.0724
H 0.69630 1.21016 2.07179 0.1156
H 1.35213 -1.65454 -0.91252 0.0854
H -1.02908 2.15349 0.96675 0.1119
H -1.58533 -1.41950 -1.06291 0.1123
H -0.48088 -0.46812 -2.11664 0.1076
H -1.89117 1.05330 -2.82419 0.1129
H -3.20149 0.45183 -1.94966 0.1274
H -1.40820 -0.77329 1.24548 0.2211
```

Summary:
- Relative energy (zero: lowest compared OMol25 entry of this formula, charge and spin): 3.0691 eV
- Net charge: 0
- Largest force on an atom: 0.086 hartree/bohr


No. 2
Molecular formula: C8H10N2O2
Method: DFT, ωB97M-V/def2-TZVPD

```
22
Properties=species:S:1:pos:R:3:lowdin_charge:R:1
C -1.93648 2.41295 -0.58551 -0.1951
C -1.31438 2.75276 0.57720 -0.0960
C -0.77009 0.69184 -0.02683 -0.2810
C 0.07404 -0.66393 0.01035 -0.0127
C 0.45187 -1.16476 1.21647 -0.3078
C 0.66201 -1.05465 -1.31110 -0.3372
C 1.34438 -2.40493 1.30824 0.0251
C 0.30964 -0.05718 -2.50518 0.0029
N -1.61625 1.16273 -0.95262 0.0681
N -0.50943 1.62397 0.90570 0.0912
O 1.23498 -2.13543 -1.50128 0.0311
O -0.03753 -0.72105 2.37553 0.0775
H -2.62467 3.06036 -1.19063 0.1151
H -1.44268 3.71583 1.23706 0.1344
H 1.32315 -2.79942 2.26536 0.0658
H 2.27689 -2.16954 0.97853 0.0652
H 0.88075 -3.01749 0.55444 0.0926
H 0.70166 0.85372 -1.99763 0.0929
H 1.00978 -0.32235 -3.29554 0.0784
H -0.65514 -0.04608 -2.77295 0.0208
H 0.04284 1.46596 1.73467 0.1379
H 0.59464 -1.18329 2.97572 0.1306
```

Summary:
- Relative energy (zero: lowest compared OMol25 entry of this formula, charge and spin): 2.4484 eV
- Net charge: 0
- Largest force on an atom: 0.133 hartree/bohr


No. 3
Molecular formula: C8H10N2O4
Method: DFT, ωB97M-V/def2-TZVPD

```
24
Properties=species:S:1:pos:R:3:lowdin_charge:R:1
C -0.02357 2.18468 -0.77811 -0.0166
C 0.07930 2.20209 0.68855 -0.0661
C -0.29972 1.00810 -1.39670 -0.0464
C 0.25505 1.11272 1.37370 -0.0746
C -0.64335 -0.19952 -0.71702 -0.2571
C 0.69456 -0.15436 0.82356 -0.2066
C -0.46053 -1.49407 -1.42845 -0.0227
C 0.53059 -1.48195 1.53184 0.0109
N -1.78590 -0.08542 0.11549 -0.3733
N 1.87677 -0.05940 0.02348 -0.3572
O -2.39646 0.94850 0.24118 0.1101
O 2.34348 1.02553 -0.18971 0.1094
O -2.26535 -1.12270 0.49938 0.0641
O 2.27493 -1.11299 -0.46422 0.0412
H -0.01526 3.05050 -1.43167 0.1187
H -0.17006 3.10656 1.23249 0.1243
H -0.38451 0.99187 -2.45730 0.1158
H 0.28315 1.20753 2.46521 0.1358
H -0.67492 -1.45958 -2.54220 0.1046
H -1.19761 -2.33118 -1.11270 0.1230
H 0.59898 -1.90411 -1.52789 0.1051
H 1.09637 -2.21341 0.97194 0.0833
H -0.50812 -1.77234 1.47479 0.0687
H 0.79220 -1.44705 2.60437 0.1057
```

Summary:
- Relative energy (zero: lowest compared OMol25 entry of this formula, charge and spin): 9.0090 eV
- Net charge: 0
- Largest force on an atom: 0.092 hartree/bohr


No. 4
Molecular formula: C8H10N2OS
Method: DFT, ωB97M-V/def2-TZVPD

```
22
Properties=species:S:1:pos:R:3:lowdin_charge:R:1
C 0.33671 -2.62848 -2.23267 -0.0196
C -0.37881 -3.02520 -1.06272 -0.0722
C 0.72698 -1.26807 -2.35981 -0.0717
C -0.70560 -2.09385 -0.16505 -0.0452
C 0.37216 -0.36456 -1.46054 -0.0624
C -0.28257 -0.77078 -0.30770 -0.1714
C -0.64680 0.13931 0.79826 -0.4310
C 0.00508 2.26737 2.51166 -0.1366
N 1.56943 1.92070 0.21426 -0.2288
N -0.87842 2.76793 0.00842 -0.2374
O -1.33138 -0.10775 1.73902 0.0881
S 0.11380 1.79767 0.71012 0.7328
H 0.46967 -3.23999 -3.10279 0.0958
H -0.86811 -4.02615 -1.03268 0.1224
H 1.27917 -0.97495 -3.25286 0.1171
H -1.14205 -2.25146 0.82523 0.1276
H 0.83792 0.54361 -1.49140 0.0620
H -0.28711 3.24968 2.59368 0.0248
H -0.77489 1.82583 3.07814 0.0413
H 1.02068 2.12408 2.83166 0.0501
H 2.26544 1.29903 0.57190 0.0152
H -1.70131 2.81602 0.58586 -0.0012
```

Summary:
- Relative energy (zero: lowest compared OMol25 entry of this formula, charge and spin): 4.0669 eV
- Net charge: 0
- Largest force on an atom: 0.084 hartree/bohr


No. 5
Molecular formula: C8H10N2S
Method: DFT, ωB97M-V/def2-TZVPD

```
21
Properties=species:S:1:pos:R:3:lowdin_charge:R:1
C -0.69758 1.33739 1.63573 -0.2592
C 0.29815 -1.37864 1.02457 -0.0762
C 1.44407 -0.72530 0.76062 -0.1638
C -1.04669 -0.90118 0.73974 -0.3032
C -1.47159 0.34646 1.01836 -0.0706
C 1.25041 0.89191 -0.96318 -0.7043
C -1.98629 -1.87424 0.09047 -0.0468
C 1.39018 2.31163 -1.38249 -0.0875
N -0.10746 2.18453 2.14035 0.1669
N 1.56767 0.49612 0.17838 0.0432
S 0.63123 -0.17274 -2.26940 0.8203
H 0.36971 -2.35586 1.48276 0.1095
H 2.39209 -1.14892 1.07238 0.1205
H -2.48602 0.64328 0.78042 0.1179
H -1.70153 -2.90209 0.30124 0.0802
H -1.95375 -1.73141 -0.99211 0.0780
H -3.00683 -1.70351 0.41953 0.0819
H 0.90119 2.47474 -2.34043 0.0594
H 2.44471 2.55830 -1.48021 0.0891
H 0.96126 2.96035 -0.62283 0.0793
H 0.80709 -1.31081 -1.59389 -0.1347
```

Summary:
- Relative energy (zero: lowest compared OMol25 entry of this formula, charge and spin): 0.8176 eV
- Net charge: 0
- Largest force on an atom: 0.021 hartree/bohr


No. 6
Molecular formula: C8H10N2S
Method: DFT, ωB97M-V/def2-TZVPD

```
21
Properties=species:S:1:pos:R:3:lowdin_charge:R:1
C -2.71140 -1.31438 -2.02118 -0.2345
C -1.48185 -1.24125 -1.39150 -0.2015
C -2.74656 0.49201 -0.83079 -0.2626
C 2.48344 -2.10874 0.24778 -0.0391
C 1.40809 -1.28948 0.10643 -0.4417
C 0.24371 1.40700 1.41736 -0.0890
C 0.14167 2.43290 0.24004 -0.1206
C 0.48873 1.08855 0.03835 -0.5863
N -3.48516 -0.29174 -1.65571 -0.0036
N -1.53231 -0.06248 -0.71002 -0.0170
S 1.64635 0.19654 -0.85962 1.0210
H -3.23114 -2.10735 -2.60195 0.0969
H -0.54135 -1.75293 -1.60613 0.0744
H -2.85211 1.48904 -0.31772 0.1038
H 2.60135 -2.88725 0.96929 0.0492
H 3.45639 -1.89755 -0.22225 0.0585
H 0.40339 -1.53086 0.39424 0.0573
H 1.24590 1.56931 1.86525 0.1271
H -0.67885 1.05809 1.93150 0.1349
H -0.88850 2.68545 -0.10445 0.1139
H 0.97340 3.26600 0.22745 0.1589
```

Summary:
- Relative energy (zero: lowest compared OMol25 entry of this formula, charge and spin): 5.2700 eV
- Net charge: 0
- Largest force on an atom: 0.078 hartree/bohr


No. 7
Molecular formula: C8H10N3O2P
Method: DFT, ωB97M-V/def2-TZVPD

```
24
Properties=species:S:1:pos:R:3:lowdin_charge:R:1
C 2.97946 -0.39051 0.03002 -0.3806
C 0.83560 0.30056 0.01195 -0.1988
C 0.74473 -1.06338 0.02935 -0.2937
C -0.31873 1.19510 0.02889 -0.3531
C -1.88667 -0.79111 0.01975 -0.5128
C 2.64079 2.02176 -0.04438 -0.0088
C -1.03189 -3.10257 -0.07826 -0.0830
C -2.71703 1.44752 0.07199 -0.0112
N 2.14788 0.66884 0.01133 -0.1634
N -0.89140 -1.68471 0.04104 -0.0048
N -1.54834 0.57907 0.05002 0.0283
O -0.22178 2.41326 0.03360 0.0544
O -3.05458 -1.12005 -0.00605 0.0695
P 2.23289 -1.95039 0.04486 0.9659
H 4.04153 -0.20615 0.03703 0.0709
H 1.80976 2.70965 0.09908 0.0785
H 3.38827 2.17737 0.73388 0.0982
H 3.09747 2.21218 -1.01773 0.1021
H -0.55263 -3.60052 0.76649 0.0833
H -2.09765 -3.33119 -0.08571 0.0891
H -0.57578 -3.45549 -1.00760 0.0864
H -3.35517 1.17869 0.91375 0.0988
H -2.37778 2.47594 0.16215 0.0849
H -3.28893 1.31615 -0.84545 0.1001
```

Summary:
- Relative energy (zero: lowest compared OMol25 entry of this formula, charge and spin): 0.6612 eV
- Net charge: 0
- Largest force on an atom: 0.124 hartree/bohr


No. 8
Molecular formula: C8H10NOS
Method: DFT, ωB97M-V/def2-TZVPD

```
21
Properties=species:S:1:pos:R:3:lowdin_charge:R:1
C -1.51987 0.21002 -1.23745 0.0076
C -2.40948 -0.76636 -0.72502 0.1206
C -0.40760 0.57946 -0.54662 -0.1020
C -1.96175 -1.49172 0.44151 -0.2326
C -0.79670 -1.12884 1.04087 0.0222
C 1.15669 0.25162 1.33711 -0.1045
C 2.10028 -0.58992 0.62590 -0.5862
C 3.25879 -0.13828 -0.17193 -0.3733
N -0.17011 -0.02324 0.69440 -0.0889
O -2.66047 -2.55350 0.87632 0.1384
S 1.87171 -0.68699 -1.10342 0.9851
H -1.75478 0.68059 -2.12628 0.1075
H -3.28867 -1.08775 -1.11120 0.0989
H 0.29817 1.32886 -0.82392 0.1111
H 0.97841 0.12457 2.38997 0.1361
H 1.19330 1.37875 1.07938 0.1742
H 2.17888 -1.64116 1.01751 0.1427
H -0.48625 -1.51351 2.04196 0.1839
H 3.59764 0.85108 -0.14846 0.0718
H 4.15807 -0.78013 -0.04182 0.1068
H -3.47628 -2.67297 0.49979 0.0806
```

Summary:
- Relative energy (zero: lowest compared OMol25 entry of this formula, charge and spin): 0.4492 eV
- Net charge: +1
- Largest force on an atom: 0.111 hartree/bohr


- Which value of net charge does entry 8 give?
  +1